1.
{"formula": "C24H27AgN4O2P", "method": "wB97M-V/def2-TZVPD", "symbols": ["Ag", "O", "C", "N", "C", "C", "C", "C", "C", "C", "N", "C", "O", "C", "C", "C", "C", "C", "N", "C", "C", "C", "C", "C", "N", "H", "H", "H", "H", "H", "H", "H", "H", "H", "H", "H", "H", "C", "C", "P", "C", "C", "C", "C", "H", "H", "H", "H", "H", "H", "H", "H", "H", "H", "H", "H", "H", "H", "H"], "xyz": [[-0.102005, 0.170866, 0.073857], [1.720660, 1.424552, -3.707307], [0.856663, 1.228762, -2.834723], [0.580629, 0.120037, -2.155430], [1.198459, -1.077934, -2.545695], [1.458755, -1.367548, -3.886986], [1.999380, -2.582112, -4.277901], [2.286174, -3.546378, -3.322546], [2.023581, -3.292664, -1.987519], [1.476125, -2.072188, -1.568048], [1.062324, -1.826928, -0.271372], [1.406565, -2.572734, 0.766563], [2.332557, -3.390883, 0.906414], [0.441949, -2.431790, 1.939840], [0.750537, -3.068099, 3.143457], [-0.157429, -3.036754, 4.184279], [-1.373522, -2.392087, 3.987347], [-1.595559, -1.792236, 2.758988], [-0.716107, -1.792235, 1.762853], [-0.102041, 2.395586, -2.635837], [-0.466146, 3.068901, -3.808552], [-1.309060, 4.156792, -3.746289], [-1.736334, 4.587095, -2.495799], [-1.307384, 3.882478, -1.388977], [-0.528656, 2.797687, -1.437778], [1.235878, -0.618366, -4.633209], [2.204082, -2.769899, -5.326328], [2.716806, -4.496336, -3.620717], [2.234438, -4.042598, -1.239187], [1.698935, -3.581525, 3.214835], [0.065973, -3.509194, 5.133362], [-2.128807, -2.352379, 4.762282], [-2.542297, -1.296042, 2.556232], [-0.061458, 2.710618, -4.743987], [-1.620143, 4.677096, -4.644032], [-2.376456, 5.452488, -2.381529], [-1.607450, 4.218037, -0.400224], [0.011388, 1.181079, 4.724150], [-1.241078, 1.553877, 3.932342], [-0.922309, 1.614097, 2.103571], [0.052502, 3.187339, 1.993377], [-0.389393, 4.459796, 2.714039], [-2.660877, 1.885531, 1.509581], [-3.565968, 2.953170, 2.121097], [-0.184396, 1.186485, 5.798375], [0.821944, 1.886571, 4.528638], [0.358184, 0.186766, 4.443473], [-1.616510, 2.526198, 4.255102], [-2.033865, 0.821850, 4.106861], [0.180896, 3.370184, 0.926286], [1.040785, 2.889063, 2.356470], [-1.375147, 4.784774, 2.385559], [0.313606, 5.266094, 2.495241], [-0.415487, 4.330772, 3.796625], [-3.113730, 0.900941, 1.669947], [-2.599859, 2.001388, 0.428157], [-3.671684, 2.824426, 3.198817], [-4.560484, 2.883078, 1.674843], [-3.198424, 3.960693, 1.932705]], "forces_ev_per_a": [[0.18, -0.08, 0.07], [0.03, 0.18, 0.03], [-0.15, -0.43, -0.07], [-0.24, 0.55, 0.21], [0.20, -0.20, 0.08], [0.00, -0.05, -0.03], [0.00, -0.03, -0.01], [0.01, 0.02, -0.09], [0.04, -0.05, 0.05], [0.08, 0.06, -0.27], [-0.18, 0.05, 0.49], [-0.04, 0.13, -0.52], [-0.03, -0.07, 0.15], [-0.07, -0.02, 0.17], [0.06, 0.00, 0.05], [-0.05, 0.08, -0.05], [0.02, 0.03, 0.03], [-0.05, -0.04, 0.06], [-0.09, -0.25, 0.19], [0.09, 0.18, 0.05], [-0.06, 0.02, -0.11], [0.03, -0.05, 0.09], [-0.03, 0.05, -0.01], [-0.04, -0.02, 0.04], [0.02, -0.05, -0.04], [0.04, 0.00, 0.05], [-0.02, 0.01, 0.00], [-0.01, -0.01, 0.04], [0.03, 0.05, 0.00], [0.01, 0.02, -0.04], [0.01, -0.03, -0.01], [0.00, -0.02, -0.01], [0.03, 0.04, 0.03], [0.02, 0.00, 0.02], [0.02, -0.02, -0.02], [0.00, -0.01, 0.03], [-0.01, -0.06, 0.09], [-0.07, 0.01, -0.06], [0.26, -0.25, -0.16], [-0.11, 0.35, -0.32], [-0.15, -0.05, -0.02], [0.00, -0.11, -0.08], [0.15, 0.09, 0.09], [0.05, -0.05, -0.07], [0.01, -0.01, -0.01], [0.00, -0.02, 0.03], [0.04, -0.04, 0.00], [-0.07, 0.00, -0.02], [0.02, -0.01, -0.01], [0.01, -0.05, -0.07], [0.03, 0.00, -0.06], [0.01, 0.05, 0.04], [-0.01, 0.01, 0.04], [-0.03, 0.01, 0.02], [0.01, -0.01, -0.05], [0.04, 0.04, -0.10], [-0.01, 0.04, 0.01], [-0.02, 0.02, 0.06], [-0.01, -0.01, 0.00]], "mulliken_charge": [-0.2412, -0.7240, 0.2622, -0.2523, -0.1080, -0.2718, -0.6868, -0.5942, -0.3274, 0.2623, -0.0423, 0.1256, -0.8181, 0.3674, -0.3468, -0.4350, -0.4928, -0.3869, -0.1092, 0.4590, -0.6722, -0.3200, -0.9070, 0.0059, 0.1559, 0.3793, 0.3425, 0.3463, 0.3757, 0.4597, 0.3822, 0.4003, 0.4661, 0.4234, 0.3952, 0.3893, 0.2091, -1.3351, -0.8140, 0.6583, -0.4610, -1.3176, -0.3929, -1.2751, 0.3756, 0.3272, 0.2311, 0.5529, 0.5439, 0.4352, 0.4753, 0.1830, 0.4397, 0.3330, 0.2406, 0.3978, 0.2891, 0.4406, 0.2010], "gap_ev": 5.8, "lumo_energy_ha": 0.08996, "e_homo_ev": -3.363, "total_energy_ev": -48672.110, "charge": -1}

=====

2.
{"formula": "C24H27As2FeN5S4", "method": "wB97M-V/def2-TZVPD", "symbols": ["Fe", "N", "C", "N", "C", "N", "N", "C", "C", "C", "C", "C", "C", "N", "C", "C", "C", "C", "C", "C", "H", "H", "H", "H", "H", "H", "H", "H", "H", "H", "H", "S", "S", "S", "S", "C", "As", "C", "C", "C", "C", "C", "C", "C", "As", "C", "C", "H", "H", "H", "H", "H", "H", "H", "H", "H", "H", "H", "H", "H", "H", "H", "H"], "xyz": [[-0.358398, 1.170457, 0.343035], [3.952502, -0.828843, 0.534935], [3.078702, 0.139557, 0.195635], [2.003302, 0.412257, 0.848835], [1.735902, -0.301243, 2.025835], [0.826802, 0.155857, 2.835435], [0.154502, 1.194157, 2.415735], [-0.008898, 2.296957, 3.063935], [-0.518798, 3.423957, 2.331935], [-0.943598, 4.605757, 2.951135], [-1.253098, 5.701057, 2.174835], [-1.113298, 5.604857, 0.792835], [-0.710898, 4.395057, 0.253035], [-0.425698, 3.325457, 0.984135], [2.525602, -1.463743, 2.347535], [2.205002, -2.331943, 3.389735], [3.013302, -3.418143, 3.655135], [4.142802, -3.657143, 2.882135], [4.474702, -2.807843, 1.839935], [3.670502, -1.710743, 1.571635], [4.800402, -0.971043, 0.008235], [3.314502, 0.723357, -0.684065], [0.362902, 2.425657, 4.076735], [-1.018498, 4.640357, 4.027335], [-1.588298, 6.621757, 2.629835], [-1.294898, 6.453157, 0.154435], [-0.582698, 4.275157, -0.815765], [1.314202, -2.137543, 3.960235], [2.754402, -4.089243, 4.456935], [4.768302, -4.510743, 3.091035], [5.350102, -2.993843, 1.239235], [-2.201898, -0.050643, 1.347835], [-3.872998, -0.425243, 0.366435], [-4.776798, 1.513557, -0.050365], [-3.356898, 2.826357, 0.018035], [1.353902, -2.637443, -1.540165], [0.029102, -1.563643, -0.518565], [-0.377598, -2.972143, 0.788335], [-1.452398, -1.694643, -1.793965], [-2.044098, -2.908743, -2.114165], [-3.127398, -2.971943, -2.973765], [-3.633998, -1.807043, -3.521465], [-3.034898, -0.593143, -3.234065], [-1.934698, -0.523243, -2.387965], [-1.030198, 1.181357, -2.017165], [-1.968198, 2.419157, -3.223965], [0.510502, 0.894857, -3.221565], [0.914802, -3.606243, -1.780865], [2.241902, -2.802543, -0.928665], [1.647102, -2.148143, -2.466665], [-0.966998, -3.764743, 0.331235], [-0.937298, -2.561643, 1.626835], [0.553302, -3.395443, 1.168235], [-1.661998, -3.828843, -1.687865], [-3.581798, -3.925843, -3.202165], [-4.495198, -1.846443, -4.173765], [-3.442598, 0.312057, -3.669465], [-2.993198, 2.607657, -2.905665], [-1.962698, 2.019057, -4.240165], [-1.434898, 3.371157, -3.225065], [0.166602, 0.518257, -4.188365], [1.210002, 0.178557, -2.785465], [1.030202, 1.842957, -3.377165]], "forces_ev_per_a": [[-0.13, -0.05, 0.57], [0.00, 0.11, -0.22], [0.26, -0.11, 0.09], [-0.15, 0.19, 0.12], [-0.78, 1.32, 0.24], [1.39, -2.03, 1.38], [-0.61, 2.56, -1.15], [0.76, -2.02, 0.35], [-0.40, 1.30, -0.88], [0.23, -0.80, 0.00], [-0.04, 0.09, -0.54], [0.03, -0.03, 0.40], [0.09, 0.08, -0.16], [0.05, -0.08, 0.55], [0.45, -0.40, -0.14], [0.18, -0.06, -0.16], [-0.24, 0.06, 0.04], [0.11, 0.20, -0.23], [0.03, -0.14, 0.14], [-0.56, -0.01, 0.51], [-0.09, 0.13, -0.11], [0.09, -0.04, -0.12], [-0.09, -0.09, 0.09], [0.00, 0.01, 0.09], [0.01, 0.03, 0.02], [-0.07, 0.05, -0.10], [-0.11, 0.03, -0.04], [-0.15, 0.05, 0.16], [0.00, -0.10, 0.12], [0.06, -0.07, 0.01], [0.16, -0.05, -0.10], [0.34, 0.25, 0.43], [-0.88, 0.49, -0.49], [0.43, -0.50, 0.07], [-0.33, -0.15, 0.08], [-0.08, 0.12, 0.15], [-0.14, -0.66, -0.33], [-0.06, 0.10, 0.11], [0.12, 0.20, 0.09], [0.11, -0.11, 0.11], [-0.04, -0.03, 0.02], [-0.06, -0.06, -0.04], [0.06, 0.39, -0.08], [0.05, 0.05, 0.23], [-0.09, -0.35, -1.74], [-0.04, 0.02, 0.22], [0.04, 0.07, 0.06], [0.00, 0.04, 0.01], [0.00, 0.01, 0.04], [-0.04, 0.07, -0.02], [0.04, -0.01, -0.04], [-0.01, 0.07, -0.10], [0.05, 0.04, -0.14], [-0.01, 0.00, 0.02], [-0.01, -0.03, -0.01], [-0.02, 0.04, -0.03], [0.01, -0.06, 0.00], [0.09, -0.09, 0.07], [0.06, -0.05, 0.15], [0.03, -0.06, 0.04], [-0.01, 0.02, 0.17], [-0.08, 0.04, -0.02], [-0.03, -0.04, 0.04]], "mulliken_charge": [-0.0657, 0.0935, -0.5367, -0.1995, 0.2252, -1.2605, 1.1111, -0.5910, 0.6951, -0.9129, -0.3452, -0.5797, -0.3606, -0.0105, 0.9663, -0.3225, -0.8557, -0.4673, -0.9637, 0.3537, 0.2673, 0.4143, 0.4473, 0.4411, 0.4512, 0.4441, 0.3207, 0.5079, 0.4422, 0.4357, 0.4275, -0.1330, -0.0471, 0.0402, -0.0727, -1.3307, 0.9108, -1.2837, 0.0611, -0.8573, -0.9460, -0.7346, -0.2972, 0.4332, 1.0512, -1.4314, -1.0904, 0.4519, 0.3879, 0.3727, 0.4627, 0.3381, 0.3828, 0.2997, 0.4101, 0.4245, 0.3650, 0.4063, 0.4676, 0.3938, 0.3574, 0.1940, 0.4405], "gap_ev": [6.0, 6.2], "multiplicity": 6, "lumo_energy_ha": [-0.12526, -0.13276], "e_homo_ev": [-9.383, -9.810], "total_energy_ev": -232177.052, "charge": 1, "s_squared": 8.773}

=====

> charge of number 1 (C24H27AgN4O2P)?

-1